{
  "formula": "C5H11OP",
  "method": "ωB97M-V/def2-TZVPD",
  "symbols": ["P", "O", "C", "C", "C", "C", "C", "H", "H", "H", "H", "H", "H", "H", "H", "H", "H", "H"],
  "xyz": [[-0.104167, 1.586912, -0.034909], [-0.724821, 2.288746, -1.183106], [0.218420, -0.802705, 1.446748], [-0.875271, -1.158202, -1.822367], [-0.262032, -0.010019, 0.301826], [1.368897, 2.423067, 0.615312], [-1.386345, -0.628643, -0.517961], [-0.538658, -1.340541, 1.865472], [0.768099, -0.206857, 2.138205], [0.913659, 3.334263, 1.218111], [-0.035561, -1.862149, -1.635697], [1.721753, 1.716010, 1.312302], [-2.076944, 0.255647, -0.628422], [-0.526421, -0.394464, -2.390823], [-1.959087, -1.307170, 0.221143], [-1.713266, -1.638817, -2.432658], [2.044217, 2.489212, -0.329541], [0.792650, -1.660484, 1.072224]],
  "atomic_forces_ev_per_a": [[0.9291, 0.1990, -0.4298], [-0.2328, -0.0437, 0.1665], [2.2653, 0.2399, -1.7806], [-1.8759, -3.5058, 0.6858], [-1.0100, 0.2753, -0.2916], [-1.6581, 1.2327, -0.7955], [-1.5388, 1.1966, 2.1540], [-2.5548, -0.7988, 1.7505], [0.5125, 0.0151, 0.7460], [1.6919, -1.3322, -1.7378], [-0.6415, 0.1539, -0.3156], [1.0094, -0.6269, 0.9173], [0.1633, -1.2216, -0.6486], [1.1521, 2.4430, -1.6591], [0.8804, 0.4260, -1.6157], [1.2032, 0.2833, 0.8375], [-1.0138, 0.7087, 2.0544], [0.7185, 0.3555, -0.0378]],
  "mulliken_charge": [0.45, -0.69, -1.30, -1.09, 0.57, -0.76, -0.75, 0.39, 0.37, 0.31, 0.30, 0.28, 0.34, 0.39, 0.33, 0.29, 0.28, 0.31],
  "lumo_ev": 0.426,
  "homo_ev": -8.2873,
  "relative_energy_ev": 1.621,
  "orbital_gap_ev": 8.71,
  "fmax_ev_per_a": 4.03
}

{
  "formula": "C31H86N12O11",
  "method": "ωB97M-V/def2-TZVPD",
  "symbols": ["O", "O", "O", "O", "O", "O", "O", "O", "O", "O", "O", "N", "N", "N", "N", "N", "N", "N", "N", "N", "N", "N", "N", "C", "C", "C", "C", "C", "C", "C", "C", "C", "C", "C", "C", "C", "C", "C", "C", "C", "C", "C", "C", "C", "C", "C", "C", "C", "C", "C", "C", "C", "C", "C", "H", "H", "H", "H", "H", "H", "H", "H", "H", "H", "H", "H", "H", "H", "H", "H", "H", "H", "H", "H", "H", "H", "H", "H", "H", "H", "H", "H", "H", "H", "H", "H", "H", "H", "H", "H", "H", "H", "H", "H", "H", "H", "H", "H", "H", "H", "H", "H", "H", "H", "H", "H", "H", "H", "H", "H", "H", "H", "H", "H", "H", "H", "H", "H", "H", "H", "H", "H", "H", "H", "H", "H", "H", "H", "H", "H", "H", "H", "H", "H", "H", "H", "H", "H", "H", "H"],
  "xyz": [[4.261204, 3.381501, -5.260088], [8.300124, -2.280056, -4.767521], [-1.233809, -2.647238, -7.617505], [-5.809064, 6.936300, 0.011853], [1.406406, -1.358849, -0.921750], [-0.494730, 4.631938, 4.202793], [3.765509, -2.506263, 6.070678], [-5.768453, -3.995153, -0.353783], [0.551217, 10.150535, 3.571140], [-5.398421, 6.667607, -4.415174], [-2.247077, -7.430465, 5.947402], [-2.594165, -5.330496, -1.836139], [-4.469458, 5.386209, -1.935577], [1.875717, -2.379186, 0.923948], [0.761145, 7.159986, 3.811673], [4.791421, -3.165298, 7.945985], [1.279051, -0.322815, 1.030830], [10.283557, -2.072652, -1.545189], [2.046942, -4.178540, -8.057533], [5.186504, -4.086003, 6.012085], [2.396547, 2.899488, -4.084706], [-3.591457, -8.202891, 9.388203], [3.904631, 1.428347, -4.303468], [3.550697, 2.633408, -4.595257], [-4.359447, -4.052383, -0.514920], [-3.272558, -7.555171, 6.934036], [9.125718, -2.418367, -2.377427], [-6.195923, 8.067121, 0.726529], [0.697648, 4.868036, 4.988640], [1.528140, 5.987474, 4.253301], [-1.956324, -1.748837, -6.695947], [-4.212692, 5.288656, -0.482795], [4.522421, -3.223936, 6.645326], [8.499375, -3.669633, -5.063469], [-6.381236, -3.112229, -1.212100], [0.498335, 9.231313, 2.499604], [0.132000, -5.513142, -7.683091], [7.861493, -2.048494, -1.514034], [0.103259, 11.510406, 3.111924], [-3.965383, -4.984099, -1.668993], [-2.628403, -7.862760, 8.328715], [-1.477880, 3.672413, 4.496200], [-1.727303, -9.043162, 8.458111], [0.610219, -4.125411, -8.136084], [9.134428, -1.669934, -3.761556], [-4.593852, -6.406282, -1.597882], [-4.644534, 6.411538, 0.476475], [0.096060, -2.958260, -7.283975], [1.369990, 7.950122, 2.796304], [-3.742463, 6.459461, -2.621784], [-1.322732, -6.211823, 6.139588], [1.526766, -1.347851, 0.259568], [-3.987215, 6.381359, -4.087842], [-5.667542, 6.541206, -5.885316], [1.935061, -2.245560, 1.923302], [1.950480, 3.710340, -4.489247], [3.328969, 0.890556, -3.671404], [-4.043423, -8.301196, 6.740849], [5.043682, -4.214774, 5.020554], [-0.540358, 9.070676, 2.210793], [-6.748643, 6.587623, -6.016428], [-7.270447, 8.020863, 0.903680], [-1.249818, -9.192679, 9.426489], [-0.844187, -8.801722, 7.866576], [0.639273, -2.030396, -7.463099], [-0.349380, -6.443673, 6.571950], [0.246107, -3.218139, -6.236094], [-0.944755, -5.682505, -7.688161], [-1.776129, 3.140078, 3.592996], [0.191902, -3.958417, -9.128670], [8.724098, -4.282431, -4.190496], [-1.880814, -5.576286, 6.827152], [1.478596, 7.425523, 1.847044], [-2.668638, 6.462308, -2.434737], [7.658693, -2.515748, -0.550385], [-4.230708, -7.444111, 9.577188], [-2.341442, -5.738728, -0.947559], [-2.372386, 4.166707, 4.875175], [-5.418383, 5.714837, -2.043574], [-6.336822, -3.521503, -2.221369], [-1.758973, -2.100666, -5.683335], [10.120650, -1.330165, -4.077799], [1.875448, 2.142213, -3.666270], [-2.155629, -10.023290, 8.248381], [0.965246, 0.466509, 0.484396], [5.563703, -4.846113, 6.559861], [-7.431610, -2.951482, -0.969254], [0.545982, -6.319648, -8.288291], [-1.657139, -0.700881, -6.676395], [-5.166243, 5.686207, -6.338920], [4.383349, -2.459315, 8.541947], [-3.414290, 7.150613, -4.605636], [-0.221525, 6.967932, 3.679102], [-2.109543, -4.444511, -1.819632], [1.404961, -0.223356, 2.027996], [2.260611, 6.321451, 4.988177], [-3.782149, 5.421537, -4.561914], [-1.190180, -5.767711, 5.153033], [-4.015372, 7.412386, -2.168447], [-3.830297, 7.135289, 0.440335], [10.243621, -1.187848, -1.059783], [2.068499, -3.229838, 0.414691], [2.412170, -3.237054, -8.075267], [-5.669262, -6.337700, -1.433889], [0.371547, 5.450700, 5.850181], [1.973537, 5.549359, 3.360119], [-6.098099, 8.832281, -0.043554], [7.809423, -0.961645, -1.449594], [2.393776, 8.244978, 3.026533], [-3.821140, -6.628736, 7.103985], [9.023359, -3.501341, -2.446643], [6.970062, -2.415902, -2.022427], [-3.229444, -8.566033, 10.258351], [2.321980, -4.694205, -7.233800], [-4.154736, -4.435423, -2.591598], [-3.135285, 5.156903, -0.383187], [-1.035794, 3.072580, 5.291715], [5.285565, -3.863342, 8.483260], [0.271864, 12.117905, 4.001086], [-4.661538, 5.919358, 1.448879], [-1.919591, -7.124258, 8.703277], [0.645343, 12.018480, 2.314364], [7.760415, -4.052533, -5.767340], [-6.140168, -2.052721, -1.125871], [-3.988576, -3.063304, -0.783767], [8.696023, -0.673579, -3.705089], [9.329935, -3.818439, -5.753470], [10.376940, -2.731471, -0.785367], [-4.374851, -6.873804, -2.557858], [0.855725, 9.822255, 1.656290], [-3.971568, -4.496431, 0.401847], [-4.766246, 4.445147, -0.070251], [4.853546, 1.140072, -4.494646], [-3.033738, -1.815986, -6.846832], [-5.290987, 7.388467, -6.458404], [-0.971634, 11.542418, 2.933898], [-4.305649, -6.860616, -0.649924], [1.292752, 3.965654, 5.128843], [0.392492, -5.573722, -6.626418], [-5.672198, 8.233987, 1.667796]],
  "atomic_forces_ev_per_a": [[-0.3556, 0.5163, -0.0936], [0.2290, -0.7026, 0.3164], [-1.9115, 0.8085, 0.7282], [-0.9142, -0.8415, 0.4187], [-0.4603, 0.6053, -3.8356], [0.9677, 0.9242, -1.3701], [-2.3595, 2.6871, -1.0122], [0.4568, -0.0275, 1.1851], [-0.5587, 2.1532, -0.7539], [0.4964, -0.4552, -1.5645], [0.8876, 1.2684, 0.1811], [1.5356, 1.0970, 1.0393], [0.0918, 0.4718, 0.7221], [1.5978, -4.2997, 2.8188], [-0.1506, -0.6370, 1.6714], [0.2111, 0.4868, 3.6712], [-1.1920, 4.3203, 0.8826], [1.1358, -0.6423, -0.4137], [0.1752, 0.1724, -0.8453], [3.8759, -5.5253, -2.8165], [-4.1623, 2.2288, 1.1164], [-1.8267, 1.0953, -0.8074], [2.0012, -4.6739, 0.9683], [2.9310, 1.7393, -2.0746], [-0.2376, -1.0025, -0.6422], [1.5060, 0.3897, 2.0912], [-1.2402, 1.2604, 1.9460], [-1.2680, 0.8527, -1.0494], [-1.3829, 2.1795, -1.3094], [-0.9590, -0.6114, -0.5563], [1.0524, -1.4185, 0.1589], [-0.2178, -0.2713, -0.3305], [-1.7620, 2.4469, 1.5169], [1.2003, 0.5854, -0.8911], [-1.5289, 0.5356, -0.7881], [1.0380, 0.3451, -0.0631], [-0.7514, 0.4970, 0.4626], [-0.8596, -0.0787, -1.6880], [0.2672, -1.1792, 2.2146], [-1.4236, -1.2481, -0.7987], [0.0245, -1.4993, 2.2547], [0.7914, 0.4814, 1.0804], [1.9834, -1.0558, -1.3492], [-1.0544, -0.3541, 0.2328], [-0.9135, -0.2040, 0.3393], [-1.6441, 2.0052, 0.1243], [2.3273, -0.8932, -1.5044], [-0.3915, 0.2933, -0.0131], [-1.2424, 1.4095, -0.9725], [0.0600, -0.2059, 1.0071], [-2.2448, -1.6647, 0.0303], [-0.3120, 0.3549, -0.3796], [-1.6188, 1.0288, -1.6977], [0.5210, 0.7968, 1.7566], [0.2717, -1.0728, -0.2264], [-0.3638, -0.2386, 0.4323], [0.5917, -0.2381, -0.1729], [0.5408, -0.3261, -0.6423], [-0.1351, -0.0042, 0.4035], [-0.3339, -0.8427, 0.3034], [0.1199, -0.5519, 0.1812], [-0.0632, -0.1733, 0.3472], [-0.5125, 0.5817, 0.5555], [0.0821, -0.7425, -0.6719], [0.7923, -0.0824, -0.1472], [-0.1789, -0.4926, 0.0072], [-0.2685, -0.0237, 0.4462], [-0.1443, 0.4714, -0.2366], [0.3699, -0.2699, 0.0827], [0.5779, 0.1018, -0.4226], [-0.6026, -0.0881, -0.1063], [0.2841, 0.4200, -0.2150], [-0.1272, -0.3277, -0.4886], [0.2453, -0.7110, -0.0782], [1.2104, -0.0209, 0.3066], [-0.1382, 0.0135, 0.2531], [0.6070, -0.5397, 0.1996], [-0.1119, 0.0480, 0.2063], [-0.5513, -0.4815, 0.0159], [0.0407, 0.5847, -0.3626], [-0.0637, -0.1541, 0.2127], [0.6267, -1.2555, -0.2945], [-0.3408, 0.6361, -0.2322], [-0.1116, 0.1451, -0.5834], [0.0535, 0.2099, 0.6060], [0.3183, -0.0573, -0.6484], [-0.3533, -1.0656, 0.2510], [0.3924, 0.1769, 0.1838], [0.3298, 0.0601, -0.6994], [-0.3776, -0.4649, 0.3418], [-0.2305, -0.0835, -0.5910], [0.3752, 0.0599, -0.0219], [0.1671, -0.1323, -0.2922], [0.8315, 0.2308, -0.3174], [0.0099, -0.1969, -0.4401], [0.4187, -0.1592, -0.2151], [0.3889, -0.2600, 0.4829], [-0.1594, -0.0496, 0.1506], [-0.3934, 0.5404, -0.5071], [0.0197, 0.6386, 0.4462], [-0.4802, 0.3664, -0.4459], [0.0533, 0.1217, 0.5714], [0.4568, -0.1260, 0.2357], [-0.2617, 0.0207, -0.4842], [0.0774, -0.8935, 0.9040], [0.5913, -0.2574, 0.0188], [0.3248, 0.9856, 0.7334], [-0.1769, 0.0043, 0.2498], [-0.0971, 0.2177, 0.5221], [-0.0706, 0.4565, -0.3950], [0.7772, 0.0736, -0.4883], [-0.2745, 0.4399, -0.6008], [0.3694, 0.2078, -0.3045], [0.2427, 0.2904, 0.0910], [-0.9263, -0.2768, -0.2606], [0.0042, -0.3567, 0.3103], [-0.5899, -0.8208, -0.1037], [0.0600, 0.0482, -0.5611], [-0.0397, 0.0282, 0.0096], [-0.3454, 0.3858, 0.4707], [-0.4309, 1.2593, -0.5564], [0.3189, -0.7969, -0.3645], [-1.0297, 0.2266, 0.9520], [1.4090, 0.0775, -0.2201], [0.3529, 0.2297, 0.6153], [-0.5907, -0.0310, 0.6791], [0.9484, 0.3937, 0.2637], [0.0275, -0.3163, -0.1241], [0.1406, -0.5730, 0.6048], [0.6854, -0.6330, -0.5914], [0.2214, 0.4716, 0.2460], [0.3013, -0.5932, -0.5931], [-0.3195, -0.0346, 0.0911], [0.2271, -0.1580, -0.4752], [0.3125, 0.4275, 0.3466], [-0.0344, -0.3276, -0.3005], [0.7980, -0.5075, -0.3946], [-0.0764, 0.0940, 0.3547], [0.3406, -0.5523, 0.0998], [0.1790, 0.0705, -0.2222]],
  "mulliken_charge": [-0.68, -0.33, -0.34, -0.33, -0.66, -0.31, -0.64, -0.38, -0.33, -0.31, -0.42, -0.72, -0.40, -0.37, -0.17, -0.38, -0.39, -0.71, -0.63, -0.36, -0.38, -0.70, -0.34, 0.67, -0.65, -0.71, 0.66, -0.81, -0.58, -0.65, -0.70, -0.91, 0.60, -0.63, -0.74, -0.49, -1.44, -1.39, -0.77, 0.17, 0.84, -0.68, -1.60, 0.41, -0.73, -1.29, -0.34, -0.55, -0.71, -0.58, -0.64, 0.69, -0.60, -0.70, 0.16, 0.24, 0.13, 0.41, 0.22, 0.30, 0.24, 0.24, 0.44, 0.30, 0.31, 0.23, 0.29, 0.34, 0.19, 0.26, 0.26, 0.33, 0.39, 0.44, 0.39, 0.21, 0.31, 0.24, 0.32, 0.30, 0.27, 0.35, 0.18, 0.37, 0.19, 0.18, 0.29, 0.33, 0.29, 0.28, 0.21, 0.37, 0.19, 0.22, 0.17, 0.31, 0.36, 0.24, 0.28, 0.32, 0.26, 0.21, 0.27, 0.34, 0.34, 0.37, 0.27, 0.34, 0.33, 0.36, 0.08, 0.31, 0.21, 0.25, 0.40, 0.37, 0.33, 0.16, 0.27, 0.46, 0.13, 0.32, 0.28, 0.30, 0.38, 0.32, 0.28, 0.27, 0.34, 0.39, 0.36, 0.37, 0.20, 0.26, 0.29, 0.31, 0.38, 0.41, 0.36, 0.37],
  "lumo_ev": -0.046,
  "homo_ev": -8.4053,
  "smiles": "COC[C@H](C)N.COC[C@H](C)N.COC[C@H](C)N.COC[C@H](C)N.COCCNCCOC.COCCNCCOC.NC(N)=O.NC(N)=O.NC(N)=O",
  "relative_energy_ev": 6.984,
  "orbital_gap_ev": 8.36,
  "fmax_ev_per_a": 7.31
}